# 1
The following is a DFT calculation (ωB97M-V/def2-TZVPD) of a molecular structure, C4H7N2.

The HOMO energy comes out at -15.477 eV. As for the total charge: +1. Its orbital gap is 0.363 Eh.

Last column: Mulliken charge in e.
Cartesian coordinates (Å):
C1 0.84138 0.25366 -0.23011  0.87
C2 -2.16187 -0.14005 0.47318  -0.54
C3 -1.68815 -0.46096 -0.70225  0.05
C4 1.92990 -0.46011 0.32855  -1.18
N1 -0.05523 0.28862 -1.21009  -0.20
N2 0.26915 1.41295 -0.11430  -0.29
H1 -3.05751 -0.55633 0.86843  0.31
H2 -1.60785 0.52089 1.11186  0.27
H3 -2.11596 -0.94502 -1.59143  0.38
H4 2.81472 -0.70957 -0.29398  0.38
H5 1.67973 -1.52178 0.57055  0.30
H6 2.36953 0.07057 1.12895  0.35
H7 0.78216 2.24712 -0.33937  0.29

# 2
The following is a DFT calculation (ωB97M-V/def2-TZVPD) of a molecular structure, C21H35CdFP2.

The HOMO energy comes out at -7.659 eV. Its orbital gap is 0.302 Eh.

Last column: Mulliken charge in e.
Cartesian coordinates (Å):
P1 2.85480 -4.98890 -3.06391  1.31
P2 3.03329 -5.67724 -0.03245  1.19
C1 3.97038 -6.39640 -2.59021  -1.27
C2 3.57687 -6.98707 -1.23659  -1.27
H1 5.00182 -6.01082 -2.58622  0.42
H2 3.88322 -7.15471 -3.37759  0.54
H3 2.74546 -7.70366 -1.32536  0.43
H4 4.43124 -7.49568 -0.77531  0.51
C3 4.69637 -5.28210 0.64880  -1.54
H5 4.58072 -4.68726 1.56281  0.37
H6 5.29318 -4.72321 -0.08160  0.35
H7 5.18487 -6.23588 0.87989  0.51
C4 2.43114 -6.77980 1.29327  -1.47
H8 3.23391 -7.48323 1.54164  0.44
H9 1.54824 -7.32095 0.93377  0.39
H10 2.16826 -6.17232 2.16674  0.39
C5 3.73214 -4.35445 -4.52789  -1.40
H11 3.12664 -3.55508 -4.97093  0.37
H12 3.87462 -5.17304 -5.24303  0.42
H13 4.70139 -3.94896 -4.21446  0.37
C6 1.53512 -5.98596 -3.85942  -1.60
H14 0.96598 -6.54584 -3.10731  0.35
H15 2.01584 -6.68306 -4.55653  0.50
H16 0.85735 -5.31719 -4.40329  0.36
Cd1 -1.30932 1.76692 0.00064  0.36
C7 0.76820 -2.58135 1.04505  -0.52
C8 1.92857 -1.93424 0.90647  -0.52
C9 2.98564 -2.22400 -0.11470  1.03
C10 3.04561 -1.36878 -1.39139  -0.77
C11 1.82040 -1.37436 -2.24827  -0.49
C12 0.77532 -2.21218 -2.19528  -0.52
C13 0.64272 -3.48099 -1.40247  1.20
C14 0.09257 -3.46349 0.05252  -0.88
C15 -1.79006 2.37625 -1.96473  -1.01
H17 0.17952 -2.44948 1.95424  0.47
H18 2.20371 -1.16646 1.64373  0.38
H19 2.91401 -3.27332 -0.42663  -1.54
H20 3.96697 -2.13965 0.38635  0.57
H21 3.27567 -0.33664 -1.09277  0.46
H22 3.91298 -1.72125 -1.97753  0.34
H23 1.76806 -0.51460 -2.92722  0.43
H24 -0.09597 -1.98597 -2.82522  0.36
H25 1.61344 -4.00390 -1.34118  -2.01
H26 -0.01678 -4.15578 -1.98685  0.60
H27 -0.97654 -3.21592 -0.01096  0.46
H28 0.15160 -4.51931 0.39129  0.30
H29 -2.82680 2.67958 -2.13991  0.30
H30 -1.58470 1.48987 -2.57164  0.15
H31 -1.11362 3.18959 -2.25224  0.26
F1 -0.61487 3.86127 5.59820  -0.30
C16 -0.55257 3.06003 4.47970  0.33
C17 -1.56644 2.13555 4.25674  -0.47
C18 -1.62378 1.48190 3.00015  -0.37
C19 -0.72369 1.86437 2.01119  -0.03
C20 0.41962 2.59317 2.32203  -0.25
C21 0.48254 3.25682 3.57144  -0.47
H32 -2.31013 1.93576 5.02224  0.40
H33 -2.39071 0.71952 2.82727  0.35
H34 1.25520 2.69884 1.61380  0.35
H35 1.30998 3.91877 3.80967  0.39

# 3
The following is a DFT calculation (ωB97M-V/def2-TZVPD) of a molecular structure, C20H53CuO19S6.

As for the spin multiplicity: 2. The HOMO energy (alpha / beta) comes out at -11.456 / -11.456 eV. As for the total charge: +1. Its orbital gap (alpha / beta) is 0.164 / 0.164 Eh.

Last column: Mulliken charge in e.
Cartesian coordinates (Å):
Cu1 -9.68084 4.94142 12.67549  1.00
C1 -11.59824 9.49397 7.84779  -0.87
C2 -12.07815 9.05254 9.23195  -0.14
O1 -11.66694 7.70051 9.55301  -0.34
H1 -10.72469 8.98958 7.43476  0.31
H2 -11.29035 10.53663 7.76929  0.30
H3 -12.41403 9.28071 7.15706  0.24
H4 -13.16743 9.05493 9.19254  0.21
H5 -11.84120 9.75045 10.03499  0.29
O2 -11.54040 5.80491 -1.57983  -0.58
S1 -11.78574 6.55622 -0.37238  1.14
O3 -10.69525 7.11461 0.40256  -0.59
O4 -12.83668 7.79295 -0.69855  -0.30
C3 -13.27391 8.65720 0.44120  -0.20
C4 -13.67314 10.08395 0.02938  -1.24
C5 -12.88494 5.46382 0.69639  -0.96
H6 -12.41103 8.84784 1.07932  0.34
H7 -14.02521 8.13649 1.03492  0.34
H8 -12.88859 10.64834 -0.47466  0.33
H9 -13.92236 10.63750 0.93468  0.38
H10 -14.64013 9.96500 -0.45937  0.32
H11 -13.89370 5.26765 0.33304  0.32
H12 -12.79114 5.89166 1.69452  0.34
H13 -12.37327 4.50637 0.79419  0.37
O5 -10.43493 6.45303 16.94329  -0.60
S2 -10.23214 6.55835 18.39513  1.13
O6 -9.02805 6.09153 19.05105  -0.56
O7 -10.36881 8.16799 18.70206  -0.34
C6 -11.34840 8.91435 18.11543  -0.21
C7 -10.80879 9.68514 16.84619  -1.14
C8 -11.69547 5.91611 19.38027  -0.91
H14 -11.79762 9.64813 18.78466  0.38
H15 -12.09552 8.25362 17.67570  0.25
H16 -11.42367 10.52801 16.53061  0.39
H17 -10.72439 9.08359 15.94115  0.25
H18 -9.85815 10.19572 17.00009  0.32
H19 -12.01813 5.09672 18.73793  0.36
H20 -12.61216 6.49929 19.29274  0.34
H21 -11.48600 5.76430 20.43912  0.34
O8 -17.79764 15.94548 10.98125  -0.57
S3 -16.71462 15.47608 10.14628  1.14
O9 -15.59248 14.73031 10.64293  -0.58
O10 -17.60690 14.63503 9.03566  -0.31
C9 -16.97642 13.57149 8.29217  -0.18
C10 -17.19807 13.75419 6.76749  -1.05
C11 -16.16383 16.85095 8.98755  -0.89
H22 -17.47843 12.60492 8.33502  0.26
H23 -15.89838 13.41374 8.32456  0.29
H24 -18.17213 13.48038 6.36209  0.29
H25 -16.51083 13.10122 6.22950  0.35
H26 -16.93347 14.79499 6.58089  0.29
H27 -15.18769 16.72565 8.51898  0.31
H28 -16.04129 17.77469 9.55306  0.38
H29 -16.97626 17.02595 8.28226  0.29
O11 -4.36188 13.09601 3.74382  -0.56
S4 -4.50513 12.63632 2.39399  1.09
O12 -5.47431 13.17952 1.48483  -0.56
O13 -2.94866 12.71393 1.64337  -0.32
C12 -2.50771 13.83222 0.99725  -0.26
C13 -2.53268 13.49191 -0.51243  -1.04
C14 -4.68232 10.76856 2.44668  -0.87
H30 -1.47487 14.14604 1.14845  0.31
H31 -3.22026 14.65247 1.08421  0.30
H32 -1.68089 12.89308 -0.83483  0.29
H33 -2.74432 14.32593 -1.18155  0.35
H34 -3.45234 12.92231 -0.64616  0.29
H35 -5.62353 10.60143 2.97041  0.34
H36 -3.79179 10.30658 2.87287  0.31
H37 -4.79454 10.30243 1.46779  0.33
O14 -6.43105 3.32188 8.98218  -0.64
S5 -5.88548 3.66710 7.67482  1.13
O15 -5.51930 5.01029 7.44518  -0.58
O16 -4.53308 2.81759 7.25583  -0.26
C15 -4.59195 1.42418 7.43408  -0.05
C16 -3.28672 0.75710 6.83187  -1.14
C17 -7.04156 3.15719 6.32833  -0.85
H38 -5.28760 0.95966 6.73523  0.18
H39 -4.56654 1.12694 8.48247  0.29
H40 -3.30406 0.20935 5.88965  0.31
H41 -2.97441 -0.04119 7.50514  0.34
H42 -2.46802 1.47670 6.82923  0.29
H43 -8.03568 3.53024 6.57459  0.34
H44 -6.99812 2.07307 6.22389  0.32
H45 -6.64013 3.70606 5.47645  0.31
O17 -17.39211 4.82587 14.67385  -0.61
S6 -16.90709 3.67926 13.87493  1.13
O18 -15.45101 3.34165 13.92395  -0.61
O19 -17.85546 2.37352 14.17689  -0.29
C18 -18.90492 2.49555 15.14056  0.00
C19 -19.13647 1.36300 16.05262  -1.29
C20 -17.35099 3.91471 12.11593  -0.88
H46 -19.82199 2.66033 14.57494  0.24
H47 -18.73703 3.31256 15.84228  0.30
H48 -18.26190 1.07285 16.63489  0.33
H49 -19.54676 0.40182 15.74297  0.34
H50 -19.93024 1.64690 16.74359  0.36
H51 -18.38775 4.24861 12.07433  0.32
H52 -17.35004 2.96247 11.58551  0.34
H53 -16.72465 4.73261 11.75980  0.33

# 4
The following is a DFT calculation (ωB97M-V/def2-TZVPD) of a molecular structure, C5H8O.

The HOMO energy (alpha / beta) comes out at -7.348 / -7.349 eV. Its orbital gap (alpha / beta) is 0.281 / 0.281 Eh.

Last column: Mulliken charge in e.
Cartesian coordinates (Å):
C1 -2.29518 0.73930 0.04986  -0.41
C2 0.88956 -0.06077 -0.68852  -0.15
C3 -0.76292 0.81562 -0.04877  -0.38
C4 -2.85318 -0.62332 0.00471  -0.74
C5 3.07559 -0.13015 0.04553  -0.58
O1 1.71084 0.25551 0.23068  -0.05
H1 -0.48120 1.81507 -0.38751  0.31
H2 -0.54134 0.73777 1.02186  0.32
H3 -2.21853 -1.41290 0.40975  0.29
H4 -2.91749 -0.78945 -1.07664  0.27
H5 -3.85962 -0.67955 0.41957  0.29
H6 3.17238 -0.79459 -0.81922  0.34
H7 3.40777 -0.64378 0.94719  0.24
H8 3.67333 0.77123 -0.10848  0.24

How do the records compare in DFT total energy? In the order shown, they have -265.66987 -1771.33759 -6252.29403 -270.25733 hartree.
How do the records compare in energy above the lowest of the compared OMol25 structures with the same formula, charge and spin? In the order shown, they have 149.7 0.0 207.1 188.6 kcal per mole.